No. 1
52
Properties=species:S:1:pos:R:3:lowdin_charge:R:1 method="wB97M-V/def2-TZVPD" total_charge=+2 e_tot_ev=-98614.8723 multiplicity=6
Ir 0.367 -0.335 -0.232 1.038
C -2.721 0.454 -0.167 -0.163
C -2.545 -0.820 0.640 -0.188
N -1.309 -0.786 1.442 -0.136
C -1.280 0.182 2.553 -0.168
C 0.012 0.982 2.532 -0.179
N 0.276 1.512 1.176 -0.174
C -0.685 2.541 0.707 -0.164
C -1.112 2.267 -0.726 -0.183
N -1.478 0.840 -0.890 -0.167
H -3.018 1.279 0.480 0.115
H -3.536 0.307 -0.875 0.139
H -2.462 -1.673 -0.035 0.122
H -3.431 -0.970 1.263 0.138
H -1.120 -1.720 1.785 0.119
H -1.349 -0.326 3.516 0.138
H -2.153 0.832 2.488 0.117
H 0.844 0.323 2.779 0.122
H -0.028 1.781 3.276 0.138
H 1.208 1.910 1.171 0.080
H -0.241 3.534 0.757 0.140
H -1.546 2.550 1.374 0.114
H -0.282 2.472 -1.405 0.124
H -1.938 2.927 -0.999 0.139
H -1.607 0.664 -1.881 0.126
C 5.986 1.390 -1.261 -0.217
Si 5.337 0.196 -0.026 0.292
C 5.387 0.745 1.733 -0.217
C 5.692 -1.592 -0.278 -0.208
Se 2.938 0.268 -0.549 0.478
H 7.078 1.436 -1.200 0.054
H 5.597 2.389 -1.060 0.044
H 5.715 1.103 -2.277 0.044
H 6.427 0.791 2.072 0.053
H 4.857 0.039 2.373 0.038
H 4.958 1.739 1.858 0.038
H 6.772 -1.746 -0.194 0.055
H 5.381 -1.949 -1.260 0.042
H 5.204 -2.187 0.495 0.039
C 0.879 -2.240 -0.235 -0.233
C 1.172 -3.452 -0.263 -0.051
C 1.483 -4.798 -0.342 -0.225
C 1.434 -5.475 -1.589 0.011
C 1.757 -6.806 -1.647 -0.032
C 2.121 -7.488 -0.481 0.004
C 2.166 -6.838 0.757 -0.034
C 1.858 -5.504 0.835 0.006
H 1.145 -4.932 -2.478 0.130
H 1.728 -7.331 -2.592 0.124
H 2.374 -8.539 -0.538 0.127
H 2.442 -7.386 1.647 0.123
H 1.889 -4.978 1.779 0.126

No. 2
51
Properties=species:S:1:pos:R:3:lowdin_charge:R:1 method="wB97M-V/def2-TZVPD" e_above_lowest_ev=15.8561 total_charge=+1 multiplicity=1
C -2.986 -2.800 2.142 0.006
H -2.690 -3.880 1.931 0.099
O -2.589 -2.009 0.838 -0.301
C -3.469 -2.566 -0.270 -0.160
C -3.076 -1.944 -1.651 -0.038
H -3.476 -2.413 -2.328 0.027
O -3.803 -0.633 -1.486 -0.158
C -3.519 0.471 -0.764 -0.233
C -2.106 0.982 -0.650 -0.184
O -1.189 0.073 0.245 -0.053
H -1.801 -0.448 0.595 -0.049
C -2.143 2.494 -0.085 -0.029
N -0.731 2.816 0.150 -0.189
C 0.148 3.333 -0.803 -0.116
C 1.063 2.038 -1.277 0.151
N 1.144 1.182 0.191 -0.061
H 0.345 0.524 0.229 0.105
C 2.246 0.172 0.027 -0.172
C 3.716 0.723 -0.176 0.049
C 4.569 -0.299 -0.111 -0.060
C 4.235 -1.703 -0.381 -0.101
C 2.822 -1.973 -0.072 -0.019
C 1.939 -1.003 -0.053 -0.136
H 0.845 -1.367 0.117 0.180
H 2.673 -2.943 -0.513 0.120
C 5.427 -2.714 -0.440 0.015
H 6.343 -2.494 -0.299 0.021
H 5.237 -3.370 0.266 0.040
H 5.214 -3.223 -1.310 0.072
H 5.666 -0.077 -0.200 0.131
H 3.899 1.769 -0.113 0.092
C 1.283 2.048 1.138 -0.238
C -0.030 2.760 1.525 -0.039
H 0.065 3.530 2.036 0.027
H -0.711 1.997 2.122 0.158
H 2.125 3.032 1.135 0.228
H 1.635 1.468 1.946 0.131
H 2.056 2.438 -1.181 0.100
H 0.668 1.467 -1.934 0.054
H 0.613 4.256 -0.501 0.137
H -0.383 3.407 -1.565 0.041
H -2.728 2.476 1.198 0.245
H -2.672 2.996 -0.659 0.015
H -1.682 0.820 -1.545 0.101
H -4.259 1.340 -0.988 0.177
H -3.650 0.011 0.331 0.159
H -1.923 -1.794 -1.473 0.165
H -3.228 -3.753 -0.364 0.166
H -4.565 -2.277 -0.152 0.144
H -4.212 -2.592 2.402 0.166
H -2.355 -2.347 2.777 0.016

No. 3
53
Properties=species:S:1:pos:R:3:lowdin_charge:R:1 method="wB97M-V/def2-TZVPD" total_charge=+4 e_tot_ev=-42291.9439 multiplicity=1
Sn 0.285 -0.475 1.017 1.303
C -2.126 0.024 0.483 -0.106
O -3.161 0.521 0.623 0.232
C -0.418 2.250 1.593 -0.008
O -0.734 3.282 1.981 0.194
C 2.634 0.782 1.829 -0.004
O 3.707 1.037 2.147 0.188
C -1.309 1.326 -2.327 -0.515
P 0.130 0.503 -1.559 1.078
H 0.477 -1.059 -3.302 0.157
H -2.154 0.680 -2.069 0.094
C 1.627 1.273 -2.334 -0.473
H 1.395 1.166 -3.409 0.140
C -1.167 1.394 -3.842 -0.027
H -0.973 0.424 -4.310 0.096
H -0.367 2.088 -4.129 0.105
H -2.106 1.772 -4.262 0.141
C -1.564 2.718 -1.750 -0.067
H -0.946 3.465 -2.260 0.092
C 1.063 -2.171 -1.543 -0.120
H -1.375 2.792 -0.676 0.039
H -2.616 2.978 -1.931 0.125
C -1.331 -1.754 -2.269 -0.061
H 0.768 -2.334 -0.497 -0.066
H 0.978 -3.163 -1.998 0.133
H 2.115 -1.875 -1.546 0.080
C 0.113 -1.205 -2.267 -0.491
H -1.300 -2.848 -2.275 0.114
H -1.892 -1.402 -3.142 0.108
H -1.895 -1.466 -1.369 0.045
C 2.942 0.536 -2.033 -0.068
H 3.142 0.386 -0.958 0.071
H 3.763 1.127 -2.461 0.121
H 2.976 -0.430 -2.541 0.083
C 1.781 2.766 -2.008 -0.062
H 1.761 2.972 -0.925 0.090
H 1.001 3.372 -2.479 0.074
H 2.744 3.113 -2.417 0.120
H -0.055 -3.586 0.582 0.117
H -0.065 -3.081 1.149 0.007
N -1.367 -2.382 2.607 0.152
C -0.843 -1.716 3.715 -0.376
C -0.879 -2.333 4.971 0.103
C -0.414 -1.642 6.083 0.081
C 0.140 -0.361 5.892 0.071
C 0.178 0.159 4.596 -0.023
N -0.315 -0.505 3.520 0.035
H -1.995 -1.794 2.030 0.082
H -1.763 -3.281 2.863 0.154
H -1.305 -3.342 5.027 0.164
H -0.429 -2.079 7.096 0.172
H 0.518 0.245 6.718 0.161
H 0.624 1.135 4.367 0.143

No. 4
65
Properties=species:S:1:pos:R:3:lowdin_charge:R:1 method="wB97M-V/def2-TZVPD" e_above_lowest_ev=0.0000 total_charge=0 multiplicity=1
C -4.124 -0.401 -0.156 -0.099
C -4.365 -0.352 1.364 -0.252
C -3.179 -0.827 2.192 -0.207
C -1.947 0.038 1.923 -0.209
C -0.607 -0.678 2.156 -0.200
C -0.388 -1.743 1.072 -0.211
C 1.071 -2.200 0.959 -0.177
C 2.058 -1.137 0.457 -0.134
C 2.046 -0.774 -1.029 -0.282
P 1.643 -2.197 -2.134 0.462
O 2.378 -3.415 -1.791 -0.226
O 0.071 -2.389 -2.066 -0.081
O 1.847 -1.658 -3.599 -0.070
C 1.023 0.378 -1.377 -0.256
F 0.354 0.776 -0.254 0.049
C 1.716 1.592 -1.960 -0.070
N 2.834 2.022 -1.085 0.134
C 3.592 0.926 -0.760 -0.290
N 4.406 1.012 0.255 0.156
F 4.542 2.169 0.901 0.105
N 3.401 -0.222 -1.490 0.018
C 4.522 -1.202 -1.459 -0.142
C 4.957 -1.576 -2.886 -0.083
C 4.918 -0.345 -3.746 -0.481
N 5.844 0.686 -3.295 0.108
O 4.178 -0.172 -4.688 0.107
H -3.988 0.595 -0.568 0.068
H -3.246 -1.000 -0.402 0.049
H -4.988 -0.835 -0.650 0.065
H -4.639 0.650 1.657 0.063
H -5.217 -0.988 1.594 0.107
H -3.430 -0.689 3.241 0.113
H -2.992 -1.885 2.010 0.099
H -1.939 0.461 0.921 0.093
H -1.986 0.885 2.605 0.115
H 0.166 0.089 2.118 0.091
H -0.617 -1.133 3.145 0.120
H -0.790 -1.347 0.145 0.088
H -0.957 -2.610 1.395 0.114
H 1.388 -2.451 1.970 0.125
H 1.143 -3.129 0.398 0.092
H 1.893 -0.255 1.069 0.112
H 3.051 -1.498 0.729 0.116
H -0.153 -3.040 -1.391 0.099
H 1.081 -1.904 -4.136 0.116
H 0.324 0.062 -2.147 0.144
H 2.058 1.406 -2.975 0.133
H 0.987 2.393 -2.022 0.144
H 3.417 2.715 -1.546 0.166
H 4.981 0.247 0.581 0.182
H 4.292 -2.088 -0.877 0.119
H 5.407 -0.760 -1.011 0.108
H 5.993 -1.898 -2.794 0.133
H 4.377 -2.394 -3.294 0.109
H 5.334 1.555 -3.432 0.078
H 6.602 0.753 -3.968 0.098
B -7.431 4.099 3.912 -1.047
O -6.011 3.744 4.251 0.217
C -5.576 2.847 3.402 -0.415
O -4.475 2.351 3.392 0.104
C -6.700 2.528 2.408 -0.414
O -6.610 1.740 1.500 0.110
O -7.748 3.251 2.715 0.218
F -7.525 5.441 3.589 0.148
F -8.269 3.780 4.964 0.151

No. 5
58
Properties=species:S:1:pos:R:3:lowdin_charge:R:1 method="wB97M-V/def2-TZVPD" total_charge=+1 e_tot_ev=-105284.1888 multiplicity=1
O 2.506 5.008 -0.413 0.040
O 1.098 1.954 -4.304 0.066
Br -4.578 -0.167 3.909 0.748
O -2.007 -1.613 4.617 -0.145
O -5.452 -4.838 1.663 -0.109
C 1.478 5.042 -1.079 -0.554
C 1.909 2.836 -4.054 -0.479
C 1.871 -0.457 0.794 -0.477
C -4.934 -2.762 2.741 -0.034
C -2.506 -3.812 3.623 0.026
C -4.063 -1.964 3.491 -0.593
C -2.831 -2.475 3.929 -0.313
C -4.592 -4.075 2.410 -0.267
C -3.378 -4.599 2.876 -0.266
N 0.813 -1.100 1.203 0.225
N -3.044 -5.912 2.600 0.115
N 2.584 3.490 -5.003 0.029
N 2.396 -0.724 -0.391 0.112
N 1.242 4.205 -2.093 0.109
N 2.365 0.452 1.590 0.236
C -0.760 -2.100 5.120 -0.078
C -5.192 -4.756 0.256 -0.063
C 0.403 6.057 -0.771 0.006
C 2.443 3.234 -6.438 -0.044
C 3.583 -0.089 -1.005 -0.137
C 3.218 0.908 -2.115 -0.162
C 2.245 2.006 -1.651 -0.142
C 2.214 3.221 -2.602 -0.211
H -5.887 -2.361 2.411 0.122
H -1.578 -4.259 3.953 0.107
H 0.385 -1.796 0.618 0.140
H 0.379 -0.861 2.077 0.129
H -3.823 -6.467 2.241 0.105
H -2.420 -6.372 3.258 0.103
H 3.224 4.213 -4.714 0.140
H 1.930 -1.424 -0.945 0.165
H 0.352 4.283 -2.564 0.155
H 3.154 0.992 1.281 0.118
H 1.938 0.653 2.475 0.141
H -0.254 -1.306 5.677 0.094
H -0.919 -2.941 5.803 0.100
H -0.105 -2.420 4.304 0.076
H -5.893 -5.397 -0.287 0.095
H -4.174 -5.086 0.026 0.087
H -5.318 -3.729 -0.101 0.091
H 0.229 6.678 -1.648 0.086
H 0.735 6.688 0.053 0.089
H -0.516 5.546 -0.491 0.085
H 1.428 3.475 -6.761 0.092
H 3.151 3.842 -7.003 0.090
H 2.631 2.178 -6.648 0.090
H 4.214 -0.866 -1.442 0.130
H 4.184 0.425 -0.253 0.118
H 2.776 0.360 -2.948 0.116
H 4.143 1.371 -2.462 0.128
H 2.556 2.353 -0.665 0.103
H 1.242 1.585 -1.565 0.122
H 3.205 3.678 -2.585 0.147

No. 6
59
Properties=species:S:1:pos:R:3:lowdin_charge:R:1 method="wB97M-V/def2-TZVPD" total_charge=0 e_tot_ev=-66945.1526 multiplicity=1
H -3.298 4.118 0.875 0.025
N -3.477 3.526 1.715 0.066
C -3.370 2.169 1.390 -0.292
C -3.628 1.111 2.613 -0.095
C -3.005 1.819 -0.164 -0.101
C -1.392 1.714 -0.498 -0.173
C -0.698 0.191 -0.524 -0.325
C -0.769 -0.620 -1.951 -0.168
C -2.195 -1.367 -2.257 -0.208
C -1.976 -2.966 -1.973 -0.196
C -3.324 -3.792 -1.541 -0.227
O -3.134 -4.338 -0.156 -0.175
P -0.947 -0.964 0.971 0.821
N -2.444 -1.542 1.166 -0.300
C 0.879 0.713 -0.322 -0.366
C 1.874 0.623 -1.665 -0.136
C 3.258 1.534 -1.475 -0.422
S 4.686 0.617 -2.313 0.856
C 5.682 -0.335 -1.018 -0.431
N 7.204 -0.430 -1.118 -0.041
N 7.669 -1.203 -0.066 -0.038
C 6.468 -1.617 0.765 -0.055
O 5.212 -1.070 0.193 -0.113
O 1.639 -0.125 0.629 -0.208
C 2.042 0.625 1.829 -0.225
C 2.442 -0.535 2.967 -0.093
O 0.937 2.193 -0.079 -0.164
C -0.366 2.874 0.039 -0.667
O -0.369 3.296 1.445 -0.036
Cl -0.230 4.163 -1.311 0.637
H -3.901 1.709 3.582 0.079
H -2.650 0.482 2.882 0.055
H -4.527 0.362 2.410 0.091
H -3.626 0.882 -0.566 0.113
H -3.402 2.736 -0.817 0.127
H -1.399 1.940 -1.671 0.125
H 0.066 -1.471 -2.013 0.135
H -0.633 0.194 -2.814 0.126
H -2.375 -1.263 -3.433 0.123
H -3.133 -0.889 -1.749 0.089
H -1.547 -3.427 -2.987 0.122
H -1.103 -3.139 -1.177 0.106
H -4.299 -3.153 -1.637 0.123
H -3.390 -4.763 -2.231 0.124
H -3.899 -3.983 0.414 0.101
H -0.582 -0.285 2.206 0.018
H -0.060 -2.109 0.768 0.042
H -3.031 -1.122 0.414 -0.047
H 1.340 1.097 -2.622 0.129
H 2.095 -0.519 -1.804 0.115
H 3.570 1.675 -0.357 0.082
H 3.157 2.598 -1.970 0.103
H 6.632 -2.288 1.724 0.140
H 3.003 1.281 1.710 0.125
H 1.145 1.229 2.335 0.129
H 3.014 -1.448 2.497 0.083
H 3.025 -0.093 3.883 0.084
H 1.405 -0.928 3.406 0.072
H -0.264 4.313 1.449 0.139

No. 7
55
Properties=species:S:1:pos:R:3:lowdin_charge:R:1 method="wB97M-V/def2-TZVPD" e_above_lowest_ev=5.1706 total_charge=-1 multiplicity=1
C -1.094 -1.839 2.437 -0.221
Si 0.226 -1.662 1.016 0.549
C -0.745 -1.334 -0.602 -0.206
C 1.316 -0.106 1.426 -0.255
C 2.081 0.369 0.100 -0.181
C 3.651 0.640 0.252 -0.607
N 3.950 2.053 0.037 -0.102
F 4.235 0.214 1.493 -0.068
F 4.342 -0.121 -0.818 -0.133
C 1.233 -3.293 1.035 -0.218
C 0.596 -4.662 0.658 -0.074
C 1.534 -5.921 0.768 -0.099
C 3.017 -5.825 1.219 -0.100
C 3.646 -4.445 1.582 -0.070
C 2.738 -3.188 1.485 -0.042
H -1.582 -0.838 2.692 0.036
H -1.853 -2.625 2.053 0.028
H -0.533 -2.308 3.334 0.036
H -0.578 -2.117 -1.419 0.036
H -0.470 -0.309 -1.056 0.046
H -1.866 -1.321 -0.344 0.025
H 1.978 -0.428 2.296 0.065
H 0.576 0.704 1.817 0.067
H 1.919 -0.380 -0.747 0.087
H 1.596 1.367 -0.217 0.102
H 3.628 2.255 -0.933 -0.057
H -0.503 -4.769 0.346 0.087
H 1.079 -6.938 0.530 0.066
H 3.679 -6.746 1.299 0.070
H 4.721 -4.352 1.942 0.082
H 3.218 -2.187 1.769 0.081
C -4.549 -0.923 -2.418 -0.012
C -3.489 0.143 -2.320 -0.550
O -2.960 0.437 -1.260 0.016
N -3.123 0.787 -3.464 0.004
C -3.625 0.587 -4.806 -0.087
H -4.731 -1.343 -1.428 0.085
H -5.482 -0.492 -2.788 0.080
H -4.214 -1.726 -3.078 0.084
H -2.409 1.487 -3.318 0.144
H -2.787 0.306 -5.447 0.082
H -4.045 1.531 -5.160 0.079
H -4.389 -0.187 -4.849 0.071
C 1.284 4.298 1.792 -0.011
C -0.119 3.888 1.432 -0.541
O -0.511 2.737 1.554 0.022
N -0.964 4.847 0.954 -0.006
C -0.695 6.250 0.738 -0.093
H 1.833 3.428 2.155 0.081
H 1.799 4.688 0.913 0.085
H 1.263 5.050 2.586 0.078
H -1.886 4.495 0.735 0.135
H -1.396 6.832 1.342 0.075
H -0.864 6.474 -0.319 0.077
H 0.325 6.520 1.006 0.073

No. 8
54
Properties=species:S:1:pos:R:3:lowdin_charge:R:1 method="wB97M-V/def2-TZVPD" total_charge=+1 e_tot_ev=-30869.8155 multiplicity=1
C -0.490 0.144 3.408 0.134
C -1.210 -0.715 2.525 -0.081
N -1.600 -1.874 1.633 -0.055
C -1.671 -1.636 0.141 -0.049
N -0.674 -1.835 -0.823 0.121
C 0.737 -2.319 -0.468 -0.065
C 0.619 -3.963 -0.303 -0.357
C 0.813 -4.391 1.277 -0.067
O 1.530 -4.661 -1.224 -0.090
N -3.114 -1.188 -0.036 0.015
C -3.356 0.189 -0.612 -0.146
O -2.200 0.780 -1.313 -0.182
C -1.857 2.113 -0.799 -0.194
C -0.241 2.459 -0.873 -0.201
C 0.720 1.351 -0.133 -0.136
C -4.038 -1.687 1.049 -0.135
F -4.702 -0.740 1.972 -0.051
C -2.936 -2.500 1.991 -0.237
C -3.161 -2.555 3.614 -0.066
H 0.175 0.932 3.997 0.090
H -0.942 -1.637 -1.813 0.184
H 1.415 -2.016 -1.400 0.165
H 1.053 -1.766 0.520 0.141
H -0.482 -4.291 -0.606 0.149
H 0.776 -5.575 1.329 0.104
H 1.822 -3.940 1.682 0.103
H -0.084 -4.011 1.943 0.072
H 0.985 -5.433 -1.584 0.127
H -3.824 0.887 0.205 0.154
H -4.201 0.055 -1.446 0.164
H -2.193 2.329 0.300 0.135
H -2.404 2.900 -1.510 0.146
H 0.172 2.599 -1.958 0.110
H -0.079 3.491 -0.310 0.112
H 1.323 1.917 0.726 0.084
H 0.135 0.489 0.399 0.022
H 1.505 0.849 -0.844 0.070
H -4.842 -2.475 0.708 0.187
H -2.870 -3.612 1.614 0.160
H -2.158 -2.864 4.183 0.109
H -3.504 -1.548 4.104 0.095
H -3.958 -3.406 3.869 0.111
C 4.395 2.781 -2.457 -0.114
C 4.060 4.199 -2.907 -0.274
C 4.240 5.234 -1.795 -0.188
C 3.318 4.904 -0.632 -0.148
N 2.553 4.630 0.332 0.106
H 3.731 2.443 -1.656 0.054
H 4.281 2.080 -3.290 0.074
H 5.429 2.717 -2.098 0.081
H 3.025 4.220 -3.271 0.109
H 4.704 4.466 -3.752 0.113
H 4.000 6.235 -2.171 0.116
H 5.276 5.243 -1.442 0.119

no.,F_max (eV Å⁻¹)
1,0.643
2,15.413
3,5.856
4,2.028
5,1.832
6,7.129
7,4.953
8,10.208